Density functional theory data (ωB97M-V/def2-TZVPD) for CO3Tl as an isolated structure.

Each line ends with the Löwdin charge.
CARTESIAN COORDINATES (ANGSTROEM)
Tl1 0.5840 -1.5926 0.1691  1.362
O1 0.5868 0.1907 -0.7664  -0.016
O2 -0.6629 -1.0427 1.3441  -0.431
O3 -0.4342 2.2457 -0.5857  0.349
C1 -0.0764 1.1459 -0.4787  -0.264

Atoms 1-3, force components in eV/Å:
Tl 3.3 -5.8 -0.8
O -0.6 3.7 -1.3
O -3.5 1.2 3.5

As for the HOMO energy (alpha / beta): -16.4958 / -16.7641 eV. As for the lowest unoccupied orbital energy (alpha / beta): -0.323 / -0.331 hartree. The value obtained for the energy above the lowest of the compared OMol25 structures with the same formula, charge and spin is 0.0 kJ/mol. The total charge is +1. The calculated total energy comes out at -435.8139 a.u. The orbital gap (alpha / beta) comes out at 7.7 / 7.8 eV.

Density functional theory data (ωB97M-V/def2-TZVPD) for one molecule with the formula C6H11Br.

Each line ends with the natural charge from an NBO analysis.
CARTESIAN COORDINATES (ANGSTROEM)
Br1 3.0668 0.1191 0.0410  0.060
C1 1.2818 -1.9618 -0.2812  -0.457
C2 -1.1161 -0.6204 0.1767  -0.602
C3 0.3209 1.1770 1.1898  -0.596
C4 0.1715 0.1898 0.0113  -0.110
C5 0.2424 0.9540 -1.3356  -0.588
C6 1.3790 -0.6965 -0.0014  -0.040
H1 0.7575 0.4025 -2.0946  0.214
H2 -1.3291 -1.1615 -0.7034  0.208
H3 0.9809 1.9585 1.0643  0.214
H4 -0.6261 1.6887 1.3207  0.203
H5 0.6086 0.6880 2.0291  0.208
H6 -0.8205 -1.3705 0.8443  0.211
H7 2.3271 -2.4889 -0.1641  0.221
H8 -0.7451 1.1842 -1.6698  0.206
H9 -1.9381 -0.0244 0.5563  0.221
H10 0.7107 1.8128 -1.1775  0.205
H11 0.3210 -2.4560 -0.3669  0.221

Atoms 1-3, force components in eV/Å:
Br 0.5 0.3 0.2
C 3.2 -2.4 1.0
C 1.2 1.0 0.1

As for the HOMO energy: -9.3574 eV. As for the lowest unoccupied orbital energy: 0.029 hartree. The value obtained for the energy above the lowest of the compared OMol25 structures with the same formula, charge and spin is 85.9 kJ/mol. As for the SMILES: C=C(Br)C(C)(C)C. The total charge is 0. The calculated total energy comes out at -2809.1686 a.u. The orbital gap comes out at 10.2 eV.

Density functional theory data (ωB97M-V/def2-TZVPD) for one molecule with the formula C3H4N2O.

Each line ends with the natural charge from an NBO analysis.
CARTESIAN COORDINATES (ANGSTROEM)
O1 1.7252 -1.4181 -0.8146  -0.693
N1 0.7618 0.3304 0.0779  -0.635
N2 -1.5495 1.0917 -0.5311  -0.311
C1 0.6246 -0.9683 -0.1974  0.263
C2 -1.6421 0.2263 0.3777  0.074
C3 -0.4405 0.9959 0.4876  -0.002
H1 1.5719 0.8799 -0.2050  0.391
H2 -2.2449 -0.6195 0.6792  0.224
H3 1.5302 -2.3427 -1.0097  0.498
H4 -0.3180 1.8275 1.1777  0.189

Atoms 1-3, force components in eV/Å:
O -0.1 -0.2 0.1
N -0.2 -0.4 -0.2
N -0.1 -0.3 0.4

As for the HOMO energy: -8.9679 eV. As for the lowest unoccupied orbital energy: 0.037 hartree. The value obtained for the energy above the lowest of the compared OMol25 structures with the same formula, charge and spin is 375.0 kJ/mol. The total charge is 0. The calculated total energy comes out at -301.3444 a.u. The orbital gap comes out at 10.0 eV.

Density functional theory data (ωB97M-V/def2-TZVPD) for C13H21AgO18S2 as an isolated structure.

Each line ends with the Löwdin spin population.
CARTESIAN COORDINATES (ANGSTROEM)
Ag1 0.2665 -1.2475 1.4995  0.339
S1 0.4683 -0.6359 4.7441  -0.035
S2 3.0234 -1.8919 2.0338  -0.008
O1 0.8805 0.6690 -0.3449  -0.001
O2 3.7099 -1.7524 3.3089  0.039
O3 1.7061 0.1019 4.9182  0.378
O4 1.5318 -1.7186 -2.8067  0.000
O5 1.7581 1.5452 -2.1763  0.000
O6 -1.6240 0.1228 0.7345  0.001
O7 1.8288 -3.6678 -1.8458  0.000
O8 3.9861 -2.3742 1.0376  0.019
O9 -0.0406 -0.2180 3.3682  0.027
O10 2.3698 -0.6620 1.6562  0.160
O11 0.7048 -2.0871 -0.6790  -0.002
O12 -2.9423 1.3821 2.1278  0.000
O13 -0.4237 -0.5097 5.9035  0.108
O14 1.8719 -2.7749 2.1157  0.199
O15 0.2452 2.7785 -1.2011  0.000
O16 -1.1096 -3.1067 2.1871  0.230
O17 -2.5357 2.0202 0.0577  0.000
O18 0.9373 -2.0176 4.8056  0.524
C1 1.6852 -5.1082 -3.6979  0.000
C2 -2.3472 1.0604 0.9650  0.001
C3 2.0228 -2.5516 -3.8172  0.000
C4 -2.5091 -3.2865 2.3097  0.011
C5 0.9507 1.5328 -1.1698  0.000
C6 -3.2167 3.1484 0.5880  0.000
C7 1.7941 2.7054 -2.8912  0.000
C8 -3.7343 2.4490 1.9284  0.000
C9 -3.6769 3.3104 3.1921  0.000
C10 0.7893 5.0141 -2.1541  0.000
C11 2.2538 -3.8451 -3.1306  0.000
C12 0.5184 3.4497 -2.4040  0.000
C13 1.2888 -2.4552 -1.6721  -0.001
H1 -4.7257 2.0162 1.7948  0.000
H2 -4.1101 3.4969 0.0697  0.000
H3 -2.4852 3.9426 0.7370  0.000
H4 1.5299 -5.0130 -4.7726  0.000
H5 1.3695 -2.7074 -4.6757  0.000
H6 -3.0982 -3.6052 1.4497  -0.001
H7 1.6447 5.2498 -1.5210  0.000
H8 0.0276 5.6332 -1.6803  0.000
H9 2.9329 -2.1289 -4.2428  0.000
H10 0.6731 -5.2682 -3.3262  0.000
H11 1.6970 2.4752 -3.9522  0.000
H12 3.3409 -3.8703 -3.2050  0.000
H13 -4.4171 4.0857 2.9946  0.000
H14 -2.7711 3.8471 3.4740  0.000
H15 2.2697 -6.0077 -3.5047  0.000
H16 0.9420 5.5377 -3.0978  0.000
H17 -0.3204 3.2926 -3.0821  0.000
H18 2.6785 3.3104 -2.6913  0.000
H19 -2.8778 -2.3276 2.6740  0.002
H20 -4.0234 2.7774 4.0776  0.000
H21 -2.7086 -4.1151 2.9892  0.009

Atoms 1-3, force components in eV/Å:
Ag -0.2 -2.2 0.7
S -1.6 1.6 -1.5
S 3.6 -1.7 1.3

As for the HOMO energy (alpha / beta): -1.0509 / -0.1460 eV. As for the lowest unoccupied orbital energy (alpha / beta): 0.135 / 0.135 hartree. The total charge is -2. The calculated total energy comes out at -2805.4247 a.u. The orbital gap (alpha / beta) comes out at 4.7 / 3.8 eV. As for the spin multiplicity: 3.

Density functional theory data (ωB97M-V/def2-TZVPD) for a 2-piece molecular cluster, C3H8O2 overall.

Each line ends with the Löwdin spin population.
CARTESIAN COORDINATES (ANGSTROEM)
O1 1.3478 1.9084 -2.1458  -0.001
O2 -0.9020 1.4922 -0.5744  0.244
C1 -0.3778 -1.8143 1.3310  0.068
C2 -0.9354 -0.4765 0.9532  0.382
C3 -0.5112 0.2671 -0.1292  0.245
H1 1.6097 0.9972 -2.0184  0.000
H2 0.5720 -1.9677 0.7858  0.000
H3 -0.0034 -1.5545 2.3828  0.025
H4 0.2046 -0.2566 -0.7279  0.007
H5 -0.2743 1.9106 -1.2077  0.002
H6 1.9626 2.5653 -1.6747  0.000
H7 -1.6510 -0.3290 1.7698  0.007
H8 -1.0416 -2.7422 1.2556  0.023

Atoms 1-3, force components in eV/Å:
O 0.0 1.9 1.1
O 0.0 -3.1 2.8
C 2.0 0.6 -0.3

As for the HOMO energy (alpha / beta): -15.8983 / -16.5527 eV. As for the lowest unoccupied orbital energy (alpha / beta): -0.157 / -0.302 hartree. The value obtained for the energy above the lowest of the compared OMol25 structures with the same formula, charge and spin is 72.6 kJ/mol. The total charge is +1. The calculated total energy comes out at -269.2195 a.u. The orbital gap (alpha / beta) comes out at 11.6 / 8.3 eV. As for the spin multiplicity: 2.

Density functional theory data (ωB97M-V/def2-TZVPD) for a 2-piece molecular cluster, C17H26ClN7O6 overall.

Each line ends with the natural charge from an NBO analysis.
CARTESIAN COORDINATES (ANGSTROEM)
Cl1 -3.4587 3.9919 2.1210  -0.062
O1 1.9436 -2.8069 0.5068  -0.645
O2 -3.5870 1.2853 0.5742  -0.512
O3 -0.0922 1.7607 1.3136  -0.733
O4 -0.6155 0.2332 -0.7933  -0.707
O5 5.0792 -2.7726 2.0973  -0.619
O6 2.5599 -0.7848 -1.3317  -0.735
N1 -4.7675 2.4343 -3.3368  -0.441
N2 -5.9206 1.0123 -5.7924  -0.772
N3 -3.7793 1.1616 -1.7809  -0.378
N4 -4.0713 -1.0152 -2.8555  -0.516
N5 -5.1967 -0.9213 -4.9375  -0.520
N6 4.4202 -0.6261 1.8655  -0.622
N7 1.8965 -2.1770 2.6099  -0.600
C1 2.1322 -1.3339 3.7817  -0.408
C2 -4.2005 0.3025 -2.7571  0.361
C3 -2.5384 1.4540 1.5266  0.047
C4 2.3230 -2.0052 1.3519  0.692
C5 -2.9901 2.3498 2.6847  -0.376
C6 3.2554 -0.8255 0.9750  -0.159
C7 -4.1468 2.4399 -2.1755  0.217
C8 4.5966 -1.9536 -0.9648  -0.640
C9 -1.3741 2.0153 0.7041  0.044
C10 6.4425 -1.1194 3.0977  -0.709
C11 3.6954 -0.8044 -0.5057  0.109
C12 -2.9822 0.7743 -0.6172  0.236
C13 -5.3136 0.3758 -4.7720  0.415
C14 -1.5446 1.3162 -0.6490  0.061
C15 5.2451 -1.5811 2.3024  0.669
C16 -4.5798 -1.5843 -3.9536  0.279
C17 -4.8116 1.0797 -3.6987  -0.060
H1 7.0316 -1.9906 3.3823  0.248
H2 -2.2567 0.4726 1.9267  0.196
H3 -5.7029 2.0019 -5.8151  0.394
H4 5.5748 -1.8653 -0.4948  0.205
H5 4.1654 -2.9186 -0.7012  0.237
H6 6.1083 -0.5997 3.9924  0.221
H7 4.6647 0.3215 2.0977  0.397
H8 2.6284 0.0562 1.0949  0.228
H9 1.3707 -1.5380 4.5362  0.212
H10 -3.8477 1.8846 3.1813  0.235
H11 1.3436 -3.0114 2.7395  0.411
H12 7.0521 -0.4600 2.4835  0.225
H13 4.7284 -1.9036 -2.0457  0.220
H14 -1.4995 3.0923 0.5528  0.190
H15 -2.9447 -0.3204 -0.5621  0.232
H16 0.0179 2.3080 2.1114  0.480
H17 2.1268 -1.6432 -1.2046  0.497
H18 -5.8833 0.4771 -6.6492  0.400
H19 4.2357 0.1271 -0.6809  0.172
H20 -3.9426 3.3375 -1.5991  0.216
H21 3.1114 -1.5619 4.2073  0.198
H22 -4.4789 -2.6612 -4.0546  0.185
H23 2.0854 -0.2783 3.5114  0.195
H24 -1.4068 2.0331 -1.4653  0.178
H25 -2.1844 2.4353 3.4191  0.213
H26 0.2832 0.5295 -0.5547  0.497

Atoms 1-3, force components in eV/Å:
Cl 0.1 -0.4 0.3
O 0.2 0.4 -0.4
O 0.2 0.2 -0.1

As for the HOMO energy: -8.4818 eV. As for the lowest unoccupied orbital energy: -0.003 hartree. As for the SMILES: Nc1ncnc2c1ncn2[C@@H]1O[C@H](CCl)[C@@H](O)[C@H]1O.CNC(=O)[C@@H](NC(C)=O)[C@@H](C)O. The total charge is 0. The calculated total energy comes out at -1958.3787 a.u. The orbital gap comes out at 8.4 eV.

Density functional theory data (ωB97M-V/def2-TZVPD) for one molecule with the formula C5H9NO.

Each line ends with the natural charge from an NBO analysis.
CARTESIAN COORDINATES (ANGSTROEM)
O1 -0.2560 1.7451 -0.2974  -0.550
N1 0.6848 -0.8339 1.0162  -0.400
C1 -2.1574 0.3988 0.2798  -0.726
C2 1.1777 -0.4589 -1.3951  -0.615
C3 1.3880 0.0605 1.5609  -0.047
C4 -0.7319 0.6573 -0.1127  0.621
C5 0.1336 -0.6537 -0.3016  -0.181
H1 -2.1770 -0.2619 1.1437  0.240
H2 -2.6627 1.3347 0.5064  0.232
H3 1.7554 -0.1383 2.5580  0.172
H4 1.8436 -1.3183 -1.4295  0.217
H5 1.7644 0.4393 -1.2166  0.222
H6 -0.5035 -1.5200 -0.5027  0.198
H7 -2.6713 -0.0963 -0.5427  0.236
H8 1.7306 0.9839 1.0901  0.163
H9 0.6817 -0.3384 -2.3565  0.217

Atoms 1-3, force components in eV/Å:
O 0.0 0.1 0.1
N 0.3 -0.5 1.0
C 0.0 0.5 0.2

As for the HOMO energy: -9.1128 eV. As for the lowest unoccupied orbital energy: 0.036 hartree. The value obtained for the energy above the lowest of the compared OMol25 structures with the same formula, charge and spin is 160.8 kJ/mol. As for the SMILES: C=N[C@H](C)C(C)=O. The total charge is 0. The calculated total energy comes out at -325.8763 a.u. The orbital gap comes out at 10.1 eV.

Density functional theory data (ωB97M-V/def2-TZVPD) for C17H16AuN8OS as an isolated structure.

Each line ends with the natural charge from an NBO analysis.
CARTESIAN COORDINATES (ANGSTROEM)
Au1 -1.4035 1.8098 -1.1125  0.589
S1 4.0012 -2.8274 3.3978  0.953
O1 -1.1397 4.5918 -0.6388  -0.428
N1 -1.8706 -3.3580 -1.2018  -0.790
N2 -2.4179 0.0177 -1.3195  -0.591
N3 3.9326 -2.6231 1.7994  -0.592
N4 -3.9674 -4.2775 -1.4755  -0.762
N5 -3.7832 -2.0148 -1.4731  -0.625
N6 -0.6075 0.4365 1.2413  -0.458
N7 0.7461 -0.2799 -1.0160  -0.436
N8 2.6768 -2.0176 3.8349  -0.612
C1 2.1382 -1.5405 2.7243  0.179
C2 1.2388 -0.6854 0.1623  0.152
C3 0.7510 3.8036 -1.8646  -0.769
C4 3.0743 -1.8004 -0.9287  -0.121
C5 -3.0471 -0.9486 -1.3905  0.577
C6 -0.9471 0.3665 3.6120  -0.240
C7 0.1897 -0.3899 3.7751  -0.131
C8 0.9293 -0.7417 2.6446  -0.121
C9 1.3898 -0.6193 -2.1201  0.044
C10 -3.1908 -3.1932 -1.3842  0.660
C11 2.8596 -1.8879 1.5562  0.089
C12 2.4034 -1.4613 0.2462  -0.095
C13 0.4932 -0.3097 1.3865  0.238
C14 -0.5685 3.5922 -1.2121  0.326
C15 -1.3011 0.7558 2.3199  0.055
C16 -0.5712 5.9297 -0.6241  -0.283
C17 2.5623 -1.3745 -2.1327  -0.249
H1 -1.2259 6.4990 0.0251  0.226
H2 3.9761 -2.3955 -0.8696  0.244
H3 0.4375 5.9054 -0.2198  0.201
H4 -4.9474 -4.1383 -1.6507  0.430
H5 0.9492 -0.2791 -3.0524  0.201
H6 0.5231 -0.7204 4.7500  0.244
H7 -1.5543 0.6640 4.4551  0.235
H8 3.0450 -1.6180 -3.0687  0.234
H9 1.5019 3.5884 -1.0930  0.274
H10 -1.4552 -4.2684 -1.1223  0.411
H11 0.9265 4.8047 -2.2537  0.237
H12 -2.1870 1.3605 2.1549  0.203
H13 -3.5966 -5.2095 -1.4791  0.408
H14 -1.2744 -2.5520 -1.1115  0.426
H15 0.8929 3.0593 -2.6427  0.260
H16 -0.5820 6.3469 -1.6278  0.207

Atoms 1-3, force components in eV/Å:
Au 0.1 0.0 -0.1
S 0.0 -0.1 0.0
O 0.0 0.0 0.0

As for the HOMO energy: -11.3507 eV. As for the lowest unoccupied orbital energy: -0.099 hartree. The value obtained for the energy above the lowest of the compared OMol25 structures with the same formula, charge and spin is 16.3 kJ/mol. The total charge is +1. The calculated total energy comes out at -1704.4117 a.u. The orbital gap comes out at 8.7 eV.